#a
{
  "formula": "C2H4O2S",
  "method": "wB97M-V/def2-TZVPD",
  "species": ["C", "C", "O", "O", "S", "H", "H", "H", "H"],
  "xyz": [[0.7001, 0.3643, 0.1160], [-0.2357, -0.4984, -0.7302], [1.8052, -0.4886, 0.2464], [1.4676, -1.4937, -0.7164], [-1.5087, -1.4338, -0.0984], [0.9541, 1.2894, -0.4192], [0.3020, 0.6206, 1.1074], [-0.3456, -0.2775, -1.7811], [-1.1083, -1.4514, 1.1771]],
  "lumo_energy_ha": -0.005,
  "homo_lumo_gap_ha": 0.3096,
  "multiplicity": 1
}

#b
{
  "formula": "C2H4O2S",
  "method": "wB97M-V/def2-TZVPD",
  "species": ["C", "C", "S", "O", "O", "H", "H", "H", "H"],
  "xyz": [[1.2432, 0.2548, -0.1112], [0.1146, -0.6966, -0.1555], [-1.6960, 0.1110, 0.2745], [-2.7045, -0.8886, 0.1770], [-1.8553, 1.4324, -0.3073], [2.2791, -0.3448, -0.4064], [1.3164, 0.7074, 0.8997], [1.2798, 1.0657, -0.8942], [0.0228, -1.6413, 0.5234]],
  "lumo_energy_ha": [-0.051, -0.062],
  "homo_lumo_gap_ha": [0.2815, 0.2961],
  "multiplicity": 1
}

So which one wins? Going from most stable to least: #b, #a.

#a
{
  "formula": "C2H4O2S",
  "method": "wB97M-V/def2-TZVPD",
  "species": ["C", "C", "O", "O", "S", "H", "H", "H", "H"],
  "xyz": [[0.9293, 0.4686, -0.0311], [-1.5411, -0.9472, -0.2794], [1.4301, -0.1218, 1.0082], [0.8657, 1.7896, -0.0427], [2.0157, -0.5925, -0.7711], [-2.1227, -0.3761, 0.3769], [-0.8524, -1.5697, 0.1650], [-1.7655, -0.8832, -1.2534], [1.0408, 2.2323, 0.8276]],
  "lumo_energy_ha": [-0.031, -0.036],
  "homo_lumo_gap_ha": [0.2953, 0.2594],
  "multiplicity": 1
}

#b
{
  "formula": "C2H4O2S",
  "method": "wB97M-V/def2-TZVPD",
  "species": ["O", "S", "O", "C", "C", "H", "H", "H", "H"],
  "xyz": [[1.8783, -1.2321, 0.0289], [0.6282, -0.6801, -0.4597], [0.0532, -1.1118, -1.7223], [-0.7122, -0.3295, 0.7361], [0.2273, 0.9549, -0.1921], [-0.6454, -0.1525, 1.7424], [-1.7771, -0.5174, 0.3256], [-0.5149, 1.6065, -0.8483], [0.8626, 1.4620, 0.3894]],
  "lumo_energy_ha": 0.023,
  "homo_lumo_gap_ha": 0.4188,
  "multiplicity": 1
}

#c
{
  "formula": "C2H4O2S",
  "method": "wB97M-V/def2-TZVPD",
  "species": ["C", "C", "H", "H", "H", "H", "O", "O", "S"],
  "xyz": [[-0.5924, 0.5279, -0.0676], [1.0624, 0.5206, -0.0764], [-2.4595, -0.7652, 0.6666], [-0.5728, 1.2849, 0.8452], [-0.7439, 0.9269, -0.9870], [0.8342, -2.0611, 0.0439], [-1.1614, -0.8370, -0.2400], [1.7279, 1.5020, -0.1145], [1.9055, -1.0991, -0.0702]],
  "lumo_energy_ha": -0.056,
  "homo_lumo_gap_ha": 0.3018,
  "multiplicity": 1
}

#d
{
  "formula": "C2H4O2S",
  "method": "wB97M-V/def2-TZVPD",
  "species": ["C", "C", "O", "O", "S", "H", "H", "H", "H"],
  "xyz": [[-0.2338, 0.5372, 0.4559], [0.2377, -0.3151, -0.4915], [1.9129, 1.8577, -1.6716], [0.0452, 2.8567, -0.6168], [0.4822, 1.9636, -1.6793], [-1.3193, 0.6356, 0.5808], [0.3928, 1.2864, 0.9008], [1.2666, -0.5921, -0.9430], [-0.4879, -0.8024, -1.0702]],
  "lumo_energy_ha": -0.030,
  "homo_lumo_gap_ha": 0.3469,
  "multiplicity": 1
}

So which one wins? Going from most stable to least: #d, #b, #c, #a.